Record 1
Entry from the OMol25 dataset: 2 unconnected molecules or ions with the total composition C6H8N5O (the ωB97M-V functional and the def2-TZVPD basis).

Cartesian coordinates (Å):
C1 -0.26 2.35 -0.33
C2 -1.08 1.14 1.31
C3 0.47 1.15 -0.31
C4 0.22 -1.00 0.90
C5 1.66 0.67 -0.84
C6 0.62 -1.67 -0.37
N1 -3.16 -0.84 -1.32
N2 -0.18 0.37 0.71
N3 -2.58 -0.01 -0.89
N4 -1.16 2.30 0.70
N5 1.20 -2.86 -0.22
O1 0.13 -1.51 1.96
H1 -0.03 3.27 -0.80
H2 -1.59 1.00 2.28
H3 2.05 0.94 -1.80
H4 1.93 -0.28 -0.44
H5 0.09 -1.50 -1.30
H6 -1.37 3.18 1.14
H7 1.76 -3.21 0.62
H8 1.28 -3.50 -1.01

## Properties
energy above the lowest of the compared OMol25 structures with the same formula, charge and spin: 40.1 kcal per mole
orbital gap (alpha / beta): 7.729 / 6.309 eV
net charge: +1

These are the Mulliken partial charges, in e, on atoms 1 to 8: C -0.719; C -0.115; C 0.693; C 0.705; C -1.233; C -0.669; N -0.333; N 0.179


Record 2
Entry from the OMol25 dataset: 2 unconnected molecules or ions with the total composition C6H8NO (the ωB97M-V functional and the def2-TZVPD basis).

Cartesian coordinates (Å):
C1 -1.79 -0.05 0.74
C2 -1.56 -1.03 -0.17
C3 -1.22 1.08 0.34
C4 -0.80 -0.47 -1.18
C5 1.61 -0.13 1.01
C6 1.47 -0.78 -0.11
N1 1.86 0.60 -0.25
O1 -0.69 0.88 -0.89
H1 -2.32 -0.22 1.73
H2 -1.87 -2.07 0.05
H3 -1.42 2.01 0.84
H4 -0.45 -0.72 -2.14
H5 1.39 0.28 1.95
H6 1.83 -1.43 -0.87
H7 1.10 1.06 -0.71
H8 2.85 0.98 -0.35

## Properties
energy above the lowest of the compared OMol25 structures with the same formula, charge and spin: 67.2 kcal per mole
orbital gap: 9.072 eV
net charge: +1

These are the Mulliken partial charges, in e, on atoms 1 to 8: C 0.047; C -0.336; C -0.504; C -0.464; C -0.316; C -0.051; N -0.181; O -0.414


Record 3
Entry from the OMol25 dataset: a molecular structure, C6H8NO (the ωB97M-V functional and the def2-TZVPD basis).

Cartesian coordinates (Å):
C1 -0.85 -1.58 0.07
C2 -0.41 1.74 1.20
C3 -0.56 2.04 -0.19
C4 1.17 -0.36 -0.30
C5 0.54 -1.63 -0.42
C6 -0.49 0.59 0.21
N1 -1.34 -0.43 0.31
O1 1.17 -2.54 -1.03
H1 -1.35 -2.54 0.17
H2 0.46 2.00 1.61
H3 -1.34 1.71 1.82
H4 -1.43 2.47 -0.67
H5 0.22 2.28 -0.73
H6 1.79 -0.01 0.46
H7 1.76 -0.25 -1.26
H8 0.69 -3.49 -1.25

## Properties
energy above the lowest of the compared OMol25 structures with the same formula, charge and spin: 63.1 kcal per mole
orbital gap: 8.570 eV
net charge: +1

These are the Mulliken partial charges, in e, on atoms 1 to 8: C -0.325; C -0.601; C -0.591; C -0.832; C 0.803; C 0.721; N -0.430; O -0.418


Record 4
Entry from the OMol25 dataset: a gas-phase ion, C6H8NO (charge +1) (the ωB97M-V functional and the def2-TZVPD basis).

Cartesian coordinates (Å):
C1 2.40 -1.00 -0.70
N1 1.67 -0.03 -0.82
C2 0.86 0.89 -1.16
C3 -0.58 0.90 -1.41
C4 -1.56 0.39 -0.59
C5 -1.39 -0.25 0.69
C6 -0.57 -0.01 1.73
O1 -0.65 -0.65 2.89
H1 2.56 -1.54 -1.65
H2 2.99 -1.20 0.18
H3 1.23 1.79 -1.59
H4 -0.95 1.50 -2.21
H5 -2.57 0.54 -0.90
H6 -2.31 -0.87 0.93
H7 0.12 0.91 1.75
H8 -1.25 -1.37 2.86

## Properties
energy above the lowest of the compared OMol25 structures with the same formula, charge and spin: 26.3 kcal per mole
SMILES string: C=[N+]=C/C=C\C=C\O
orbital gap (alpha / beta): 7.738 / 7.738 eV
net charge: +1

These are the Mulliken partial charges, in e, on atoms 1 to 8: C -0.213; N 0.074; C -0.152; C -0.340; C -0.233; C -0.444; C 0.239; O -0.421


Record 5
Entry from the OMol25 dataset: 2 unconnected molecules or ions with the total composition C6H8NO4S (the ωB97M-V functional and the def2-TZVPD basis).

Cartesian coordinates (Å):
C1 0.66 -3.23 1.08
C2 -1.28 1.55 -1.37
C3 0.99 -2.13 0.45
C4 -0.71 0.42 -1.65
C5 0.23 -0.89 0.27
C6 0.51 -0.13 -1.03
N1 1.35 1.15 -0.71
O1 2.06 1.64 -1.61
O2 -2.47 3.40 1.21
O3 0.95 1.79 0.28
O4 -1.60 1.13 1.75
S1 -1.33 2.48 1.35
H1 1.32 -4.05 1.02
H2 -0.34 -3.31 1.66
H3 -2.25 1.71 -1.76
H4 -0.99 2.51 -0.87
H5 1.99 -2.06 0.05
H6 -0.78 -0.87 0.32
H7 0.50 -0.38 1.25
H8 1.17 -0.70 -1.68

## Properties
energy above the lowest of the compared OMol25 structures with the same formula, charge and spin: 163.7 kcal per mole
orbital gap (alpha / beta): 6.146 / 6.144 eV
net charge: -1

These are the Mulliken partial charges, in e, on atoms 1 to 8: C -0.807; C -0.566; C -0.234; C -1.216; C -0.777; C 0.551; N 0.663; O -0.655


Record 6
Entry from the OMol25 dataset: C6H8O2 in the gas phase (the ωB97M-V functional and the def2-TZVPD basis).

Cartesian coordinates (Å):
C1 2.78 -0.24 0.68
C2 1.58 -0.07 0.07
C3 0.16 0.24 0.53
C4 -0.24 0.86 1.70
O1 -1.35 1.02 2.09
C5 -0.84 -0.27 -0.32
O2 -0.44 -0.64 -1.48
C6 -1.30 -0.65 -2.53
H1 2.93 -0.42 1.81
H2 3.59 -0.29 0.14
H3 1.48 -0.15 -1.08
H4 0.50 1.48 2.19
H5 -2.05 -0.66 0.01
H6 -1.75 0.16 -2.69
H7 -0.77 -1.00 -3.58
H8 -2.46 -1.30 -2.45

## Properties
energy above the lowest of the compared OMol25 structures with the same formula, charge and spin: 132.9 kcal per mole
SMILES string: C=C/C(C=O)=C\OC
orbital gap: 8.476 eV

These are the Mulliken partial charges, in e, on atoms 1 to 8: C -0.796; C -0.110; C 0.168; C -0.086; O -0.515; C 0.101; O -0.218; C -0.844


Record 7
Entry from the OMol25 dataset: a molecular structure, C6H8O2 (the ωB97M-V functional and the def2-TZVPD basis).

Cartesian coordinates (Å):
C1 -1.88 -0.21 -0.37
C2 -0.08 -1.02 0.20
C3 1.91 -0.29 -0.39
C4 0.85 0.88 0.02
C5 -0.76 0.98 -0.05
C6 -0.08 0.31 1.00
H1 -2.75 -0.01 0.18
H2 -2.07 -0.38 -1.42
H3 0.02 -0.75 -0.80
H4 2.86 -0.04 0.09
H5 2.02 -0.61 -1.36
H6 1.34 1.90 0.31
H7 -1.22 1.97 -0.09
H8 -0.07 0.38 2.17
O1 -1.50 -1.54 0.25
O2 1.40 -1.53 0.28

## Properties
energy above the lowest of the compared OMol25 structures with the same formula, charge and spin: 163.9 kcal per mole
orbital gap: 10.729 eV

These are the Mulliken partial charges, in e, on atoms 1 to 8: C -0.651; C 0.004; C -0.632; C -0.321; C -0.249; C -0.047; H 0.401; H 0.320


Record 8
Entry from the OMol25 dataset: a molecular structure, C6H8O2 (the ωB97M-V functional and the def2-TZVPD basis).

Cartesian coordinates (Å):
C1 0.02 -1.95 0.99
C2 0.23 -0.88 0.01
C3 0.45 1.34 0.54
C4 -0.96 0.16 -0.33
C5 -0.53 1.08 -1.47
C6 0.36 1.78 -0.86
H1 -0.35 -2.82 0.54
H2 1.02 -2.25 1.27
H3 -0.52 -1.69 1.93
H4 0.75 -1.25 -0.88
H5 1.01 2.06 1.26
H6 -2.10 -0.19 -0.40
H7 -0.77 0.94 -2.42
H8 1.05 2.48 -1.43
O1 1.17 0.12 0.49
O2 -0.83 1.07 0.79

## Properties
energy above the lowest of the compared OMol25 structures with the same formula, charge and spin: 66.0 kcal per mole
orbital gap: 10.614 eV

These are the Mulliken partial charges, in e, on atoms 1 to 8: C -1.521; C 0.119; C 0.362; C 0.285; C -0.769; C -0.545; H 0.418; H 0.378


Record 9
Entry from the OMol25 dataset: C6H8O2 in the gas phase (the ωB97M-V functional and the def2-TZVPD basis).

Cartesian coordinates (Å):
C1 0.32 -0.86 -0.97
C2 -0.02 0.61 -0.95
C3 -1.39 1.20 -0.60
C4 -0.29 1.19 0.39
O1 -0.40 0.41 1.56
C5 0.50 -0.64 1.59
O2 -0.04 -1.91 1.28
C6 0.84 -1.38 0.36
H1 1.07 -0.96 -1.78
H2 -0.60 -1.46 -1.22
H3 0.62 1.34 -1.45
H4 -2.26 0.53 -0.53
H5 -1.63 2.13 -1.07
H6 0.19 2.10 0.69
H7 1.18 -0.62 2.40
H8 1.92 -1.70 0.29

## Properties
energy above the lowest of the compared OMol25 structures with the same formula, charge and spin: 65.3 kcal per mole
SMILES string: C1[C@H]2C[C@H]2O[C@H]2O[C@@H]12
orbital gap: 10.838 eV

These are the Mulliken partial charges, in e, on atoms 1 to 8: C -0.824; C 0.030; C -0.917; C 0.010; O -0.403; C -0.078; O -0.458; C -0.008


Record 10
Entry from the OMol25 dataset: C6H8O2 in the gas phase (the ωB97M-V functional and the def2-TZVPD basis).

Cartesian coordinates (Å):
C1 2.58 -0.05 -0.06
C2 1.11 -0.25 -0.03
C3 0.35 -1.38 0.22
C4 -1.02 -0.94 0.07
O1 -2.19 -1.52 -0.12
C5 -0.89 0.40 0.02
C6 -1.84 1.63 0.06
O2 0.38 0.89 -0.11
H1 3.11 -0.99 0.05
H2 2.87 0.58 0.70
H3 2.95 0.49 -0.96
H4 1.07 -2.26 0.37
H5 -2.22 -2.36 -0.49
H6 -2.04 2.09 1.09
H7 -1.32 2.38 -0.55
H8 -2.89 1.29 -0.28

## Properties
energy above the lowest of the compared OMol25 structures with the same formula, charge and spin: 48.3 kcal per mole
SMILES string: Cc1cc(O)c(C)o1
orbital gap: 8.490 eV

These are the Mulliken partial charges, in e, on atoms 1 to 8: C -1.175; C 0.749; C -0.818; C 0.500; O -0.549; C 0.438; C -0.984; O -0.422


Record 11
Entry from the OMol25 dataset: 2 unconnected molecules or ions with the total composition C6H8O2 (the ωB97M-V functional and the def2-TZVPD basis).

Cartesian coordinates (Å):
C1 -0.64 -1.75 -0.74
C2 -0.69 -0.51 0.12
O1 -1.56 -0.31 0.96
C3 0.85 -0.17 0.65
C4 0.87 0.89 1.71
O2 1.79 -0.84 0.32
H1 -0.08 -2.53 -0.23
H2 -1.65 -2.08 -0.97
H3 -0.11 -1.51 -1.66
H4 0.28 0.55 2.56
H5 1.89 1.11 2.01
H6 0.38 1.79 1.34
C5 0.27 1.37 -1.47
C6 -0.92 1.12 -1.41
H7 1.30 1.56 -1.61
H8 -1.96 1.31 -1.57

## Properties
energy above the lowest of the compared OMol25 structures with the same formula, charge and spin: 88.4 kcal per mole
SMILES string: CC(=O)C(C)=O.C#C
orbital gap: 9.073 eV

These are the Mulliken partial charges, in e, on atoms 1 to 8: C -1.143; C 0.752; O -0.582; C 0.506; C -1.088; O -0.544; H 0.349; H 0.353


Record 12
Entry from the OMol25 dataset: a molecular structure, C6H8O2 (the ωB97M-V functional and the def2-TZVPD basis).

Cartesian coordinates (Å):
C1 -2.13 -0.37 -0.44
C2 -1.10 -0.14 0.49
C3 0.40 0.76 -0.45
C4 1.88 0.96 -0.20
C5 2.38 -0.28 -0.09
C6 0.31 -0.41 0.47
H1 -1.73 -0.80 -1.40
H2 -2.97 0.39 -0.64
H3 -2.97 -1.29 0.02
H4 -1.55 -0.47 1.47
H5 0.09 0.43 -1.42
H6 2.80 1.67 0.03
H7 3.35 -0.68 0.26
H8 0.58 0.18 1.49
O1 -0.67 1.31 0.39
O2 1.33 -1.25 0.01

## Properties
energy above the lowest of the compared OMol25 structures with the same formula, charge and spin: 160.7 kcal per mole
orbital gap: 9.815 eV

These are the Mulliken partial charges, in e, on atoms 1 to 8: C -1.296; C 0.397; C 0.135; C -0.567; C -0.151; C -0.001; H 0.290; H 0.300


Record 13
Entry from the OMol25 dataset: 2 unconnected molecules or ions with the total composition C6H8O2 (the ωB97M-V functional and the def2-TZVPD basis).

Cartesian coordinates (Å):
C1 -2.54 0.36 0.23
C2 -1.35 0.79 0.01
C3 -0.12 1.18 -0.19
C4 1.03 0.58 0.51
C5 2.36 1.17 0.12
O1 0.92 -0.31 1.33
H1 -2.94 -0.45 -0.36
H2 -3.18 0.78 1.00
H3 0.10 1.98 -0.89
H4 3.16 0.63 0.62
H5 2.49 1.10 -0.96
H6 2.40 2.22 0.40
C6 -0.58 -2.50 -0.46
O2 -1.63 -2.43 -1.02
H7 -0.40 -2.05 0.53
H8 0.29 -3.04 -0.89

## Properties
energy above the lowest of the compared OMol25 structures with the same formula, charge and spin: 61.8 kcal per mole
SMILES string: C=C=CC(C)=O.C=O
orbital gap: 10.233 eV

These are the Mulliken partial charges, in e, on atoms 1 to 8: C -0.707; C 0.133; C -0.382; C 0.962; C -1.279; O -0.581; H 0.271; H 0.247


Record 14
Entry from the OMol25 dataset: a molecular structure, C6H8O2 (the ωB97M-V functional and the def2-TZVPD basis).

Cartesian coordinates (Å):
C1 -1.23 -0.80 -0.41
C2 -1.23 0.82 -0.35
C3 0.01 1.33 0.15
C4 0.77 0.29 0.45
C5 2.02 -0.23 0.29
C6 0.27 -0.74 -0.53
H1 -2.39 -0.12 1.52
H2 -1.57 -0.97 -1.39
H3 -2.06 1.48 -0.71
H4 -0.11 2.33 0.18
H5 0.48 -0.10 1.40
H6 2.26 0.47 -0.65
H7 2.53 -0.07 1.35
H8 0.31 -0.44 -1.64
O1 -1.62 -1.69 0.65
O2 1.56 -1.55 -0.31

## Properties
energy above the lowest of the compared OMol25 structures with the same formula, charge and spin: 284.2 kcal per mole
orbital gap: 6.935 eV

These are the Mulliken partial charges, in e, on atoms 1 to 8: C -0.002; C -0.633; C -0.946; C 0.469; C -0.416; C 0.019; H 0.289; H 0.378